*i*
Molecular formula: C5H15N3
Method: DFT, ωB97M-V with the def2-TZVPD basis set

Its net charge is 0. The HOMO-LUMO gap comes out at 9.639 eV. As for the structure (SMILES): C[C@H](N)CNCCN. For the HOMO energy, the calculation gives -8.7 eV.

Positions of all 23 atoms, in Å:
C: -0.51 2.03 -0.37
C: -1.41 1.29 0.56
N: -0.97 1.48 1.95
C: -1.74 -0.20 0.12
N: -0.58 -1.04 0.34
C: 0.38 -1.30 -0.76
C: 1.75 -1.34 -0.02
N: 2.91 -1.37 -1.01
H: 0.47 1.55 -0.55
H: -0.75 2.25 -1.41
H: -0.10 2.97 0.05
H: -2.42 1.74 0.55
H: -1.37 0.78 2.56
H: 0.02 1.26 1.91
H: -2.29 -0.28 -0.82
H: -2.53 -0.54 0.81
H: -0.78 -1.93 0.78
H: 0.32 -0.38 -1.37
H: 0.19 -2.21 -1.31
H: 1.87 -2.18 0.66
H: 1.78 -0.34 0.40
H: 2.60 -1.85 -1.84
H: 3.14 -0.41 -1.22

Atom charges from the Mulliken analysis, given in e for atoms 1 to 4: -1.5509, 0.6483, -0.7494, -1.0457

=====

*ii*
Molecular formula: C5H15N3
Method: DFT, ωB97M-V with the def2-TZVPD basis set

Its net charge is 0. The HOMO-LUMO gap comes out at 9.045 eV. For the HOMO energy, the calculation gives -8.0 eV.

Positions of all 23 atoms, in Å:
C: 0.56 -0.60 -0.90
C: -1.34 -2.53 -0.84
C: -0.47 -1.82 1.28
N: -0.86 -1.42 -0.05
N: 1.77 -0.46 -0.27
H: 2.43 -1.23 -0.29
H: 1.82 0.16 0.54
H: -0.33 0.03 -0.54
H: 0.64 -1.16 -1.83
H: -1.60 -2.17 -1.84
H: -2.25 -2.97 -0.42
H: -0.01 -0.98 1.81
H: 0.25 -2.66 1.30
H: -1.34 -2.14 1.86
H: -0.60 -3.34 -0.95
C: -0.57 3.20 0.68
C: 0.47 2.75 -0.30
N: 1.67 2.58 0.05
H: 2.29 2.26 -0.70
H: 0.05 2.60 -1.30
H: -1.18 4.00 0.26
H: -1.32 2.42 0.83
H: -0.08 3.49 1.61

Atom charges from the Mulliken analysis, given in e for atoms 1 to 4: -0.6016, -1.0399, -0.9713, -0.1906

=====

Top of the stability list: *i*, leading by 49.6 kcal/mol.